{
  "formula": "C5H10CeO3",
  "method": "ωB97M-V with the def2-TZVPD basis set",
  "gap_ev": [7.81, 10.84],
  "multiplicity": 3,
  "e_above_lowest_kcal_mol": 6.77,
  "energy_ha": -896.64984,
  "s2": 2.00,
  "charge": 2,
  "e_lumo_ev": [-8.31, -8.46],
  "elements": ["O", "C", "C", "O", "C", "C", "O", "C", "Ce", "H", "H", "H", "H", "H", "H", "H", "H", "H", "H"],
  "coordinates": [[-0.9974, -1.8229, 0.0804], [-1.1197, -1.4132, -1.2411], [-0.3398, -0.1907, -1.6100], [0.7855, -0.0298, -0.8279], [1.4343, 1.2434, -0.7467], [0.9371, 1.9661, 0.4866], [0.9731, 1.0322, 1.5744], [0.9367, 1.6388, 2.8676], [0.2634, -1.0313, 1.1901], [-0.7271, -2.2533, -1.8527], [-0.7564, 0.7242, -2.0372], [1.2449, 1.8360, -1.6494], [2.5064, 1.0315, -0.6662], [-0.0940, 2.3305, 0.3647], [1.5935, 2.8178, 0.7090], [0.5870, 0.8823, 3.5765], [1.9482, 1.9623, 3.1444], [0.2490, 2.4951, 2.8581], [-2.2297, -1.1082, -1.3482]],
  "atomic_forces_ev_per_a": [[-2.1, -1.4, -1.0], [-2.1, 0.5, -2.5], [-0.7, 0.7, 0.3], [0.6, -0.2, -0.4], [0.7, 0.8, -0.2], [0.0, 0.9, -0.7], [0.4, 1.4, -0.4], [0.2, 0.7, 0.9], [2.5, -1.7, 4.7], [-1.0, 0.3, -0.1], [0.1, -0.4, 0.0], [0.1, -0.2, 0.2], [-0.2, 0.1, -0.1], [0.2, 0.0, 0.1], [-0.2, -0.2, -0.1], [0.0, 0.1, 0.1], [-0.3, -0.1, 0.0], [0.1, -0.3, 0.1], [1.7, -1.1, -0.7]],
  "lowdin_charge": [-0.36, -0.20, -0.01, -0.23, -0.08, -0.11, -0.42, 0.01, 1.84, 0.16, 0.16, 0.17, 0.17, 0.17, 0.17, 0.11, 0.14, 0.13, 0.19]
}

***

{
  "formula": "C5H10ClN",
  "method": "ωB97M-V with the def2-TZVPD basis set",
  "gap_ev": 10.15,
  "multiplicity": 1,
  "e_above_lowest_kcal_mol": 67.24,
  "energy_ha": -711.34832,
  "smiles": "C/C=N\\C.C=CCl",
  "charge": 0,
  "e_lumo_ev": 0.89,
  "elements": ["C", "C", "N", "C", "H", "H", "H", "H", "H", "H", "H", "C", "C", "Cl", "H", "H", "H"],
  "coordinates": [[1.5364, -0.2446, 1.3478], [1.1349, -0.4481, -0.1288], [0.9351, 0.3242, -1.1050], [1.4086, 1.6551, -1.2483], [2.3792, -0.8445, 1.5491], [0.7536, -0.5758, 1.9150], [1.5985, 0.9386, 1.3485], [0.7778, -1.4056, -0.3628], [1.5451, 2.4143, -0.2820], [2.4135, 1.7199, -1.6240], [0.6909, 2.1038, -1.8650], [-2.3928, -1.6605, 0.1241], [-2.5069, -0.3629, 0.0138], [-4.0890, 0.4187, 0.2823], [-3.1088, -2.5061, 0.2016], [-1.3042, -1.9967, -0.0560], [-1.7718, 0.4700, -0.1103]],
  "atomic_forces_ev_per_a": [[0.5, 4.2, -4.0], [-0.6, 0.4, 1.0], [1.1, -0.4, 0.1], [0.5, 2.2, 3.5], [1.4, -0.1, 0.5], [-2.1, -0.7, 1.6], [0.6, -2.5, 1.0], [-0.4, -1.8, 0.0], [-0.7, -2.0, -1.7], [0.3, -0.4, -0.8], [-0.5, 1.2, -1.1], [2.9, -1.8, -1.0], [-1.3, 1.9, 0.7], [0.3, -0.3, -0.2], [0.2, 1.3, 0.2], [-1.8, 0.3, 0.4], [-0.3, -1.5, 0.0]],
  "lowdin_charge": [-0.03, -0.24, -0.04, -0.17, 0.05, 0.03, 0.11, 0.06, 0.12, 0.07, 0.04, -0.10, -0.61, 0.51, 0.08, 0.06, 0.06]
}

***

{
  "formula": "C5H10ClN",
  "method": "ωB97M-V with the def2-TZVPD basis set",
  "gap_ev": 9.60,
  "multiplicity": 1,
  "e_above_lowest_kcal_mol": 32.69,
  "energy_ha": -711.40338,
  "smiles": "C[C@H]1[C@@H](CCl)N1C",
  "charge": 0,
  "e_lumo_ev": 0.92,
  "elements": ["C", "C", "C", "C", "Cl", "N", "C", "H", "H", "H", "H", "H", "H", "H", "H", "H", "H"],
  "coordinates": [[1.2810, -0.5301, 1.0777], [0.0374, 0.2997, 1.1423], [-0.5051, 1.0546, -0.0296], [0.1524, 1.1958, -1.3931], [1.4621, 2.4270, -1.3697], [-1.1176, -0.1358, 0.4503], [-1.1798, -1.4132, -0.2256], [2.1208, -0.0992, 1.6841], [1.6607, -0.6045, 0.0571], [1.1074, -1.5143, 1.4169], [-0.1430, 0.7550, 2.0950], [-1.0870, 1.9674, 0.1984], [0.5633, 0.2939, -1.8343], [-0.6621, 1.5897, -2.0687], [-1.6414, -2.1633, 0.4824], [-1.7948, -1.3093, -1.1440], [-0.2543, -1.8136, -0.5393]],
  "atomic_forces_ev_per_a": [[1.5, 1.5, -0.3], [0.9, 0.3, 0.0], [0.4, 1.0, -0.5], [-1.3, 0.4, -0.3], [-0.2, -0.2, 0.0], [-1.7, -0.8, 0.1], [-1.6, -0.1, 0.2], [-0.9, -0.3, -0.5], [0.0, 0.0, 0.0], [-0.2, -1.2, 0.5], [-0.2, 0.1, 0.6], [0.3, -0.5, -0.1], [0.0, -0.1, 0.2], [1.1, -0.4, 0.5], [0.3, 0.8, -0.9], [0.1, -0.2, 0.7], [1.3, -0.4, -0.3]],
  "lowdin_charge": [-0.05, -0.30, -0.33, -0.55, 0.53, -0.10, -0.09, 0.10, 0.07, 0.06, 0.13, 0.14, 0.06, 0.09, 0.10, 0.10, 0.05]
}

***

{
  "formula": "C5H10ClN",
  "method": "ωB97M-V with the def2-TZVPD basis set",
  "gap_ev": 10.29,
  "multiplicity": 1,
  "e_above_lowest_kcal_mol": 28.88,
  "energy_ha": -711.40945,
  "smiles": "CCN1C[C@H]1CCl",
  "charge": 0,
  "e_lumo_ev": 1.05,
  "elements": ["C", "C", "N", "C", "C", "C", "Cl", "H", "H", "H", "H", "H", "H", "H", "H", "H", "H"],
  "coordinates": [[-2.8042, -0.9956, 0.0725], [-1.2832, -0.8490, 0.1217], [-0.9672, 0.3770, -0.5893], [-0.9631, 1.5901, 0.2072], [0.2581, 1.0460, -0.4691], [1.3004, 0.6186, 0.5420], [2.2310, -0.7549, -0.0927], [-3.1616, -1.9555, 0.4650], [-3.2621, -0.1674, 0.6524], [-3.1663, -0.9170, -0.9793], [-0.9117, -0.7630, 1.1735], [-0.7783, -1.6745, -0.3438], [-1.5299, 2.4362, -0.2451], [-1.0240, 1.5301, 1.2947], [0.7662, 1.5042, -1.3426], [0.8454, 0.3109, 1.4892], [2.0186, 1.4290, 0.6915]],
  "atomic_forces_ev_per_a": [[-0.3, 0.2, -0.2], [-0.2, 0.5, 0.7], [-0.9, -0.3, -0.2], [-0.8, 1.3, -1.4], [1.8, 1.0, 1.1], [-0.2, 0.1, -0.1], [0.3, -0.5, -0.1], [0.2, 0.2, 0.1], [0.1, -0.5, -0.3], [0.4, 0.0, 0.7], [-0.4, -0.4, -0.5], [0.2, -0.4, -0.3], [0.6, -0.7, 0.5], [0.1, -0.2, -0.2], [-0.9, -0.3, 0.3], [0.3, 0.1, -0.2], [-0.2, -0.1, 0.2]],
  "lowdin_charge": [-0.09, -0.27, -0.10, -0.10, -0.38, -0.57, 0.55, 0.07, 0.08, 0.08, 0.11, 0.10, 0.12, 0.11, 0.14, 0.06, 0.08]
}

***

{
  "formula": "C5H10ClN",
  "method": "ωB97M-V with the def2-TZVPD basis set",
  "gap_ev": 9.71,
  "multiplicity": 1,
  "e_above_lowest_kcal_mol": 34.18,
  "energy_ha": -711.40100,
  "smiles": "C[C@H]1[C@@H](CCl)N1C",
  "charge": 0,
  "e_lumo_ev": 0.95,
  "elements": ["C", "C", "C", "C", "Cl", "N", "C", "H", "H", "H", "H", "H", "H", "H", "H", "H", "H"],
  "coordinates": [[1.6512, -1.2279, -0.4481], [0.3120, -1.4474, 0.1854], [-0.7292, -0.4090, 0.4103], [-0.5736, 1.0950, 0.1268], [0.4907, 2.0710, 1.2620], [-0.9480, -1.4043, -0.5608], [-1.0288, -1.1176, -1.9544], [2.4396, -1.1504, 0.3149], [1.7583, -0.3372, -1.0708], [1.8928, -2.0442, -1.1411], [0.3243, -2.2626, 0.9020], [-1.2072, -0.5531, 1.4053], [-0.0152, 1.1734, -0.7887], [-1.5318, 1.5811, 0.0367], [-0.8409, -2.0563, -2.5001], [-2.0055, -0.7307, -2.2632], [-0.3104, -0.3561, -2.3436]],
  "atomic_forces_ev_per_a": [[0.6, 0.3, -0.6], [0.1, 0.1, -0.6], [0.4, 1.7, 3.2], [1.1, -1.0, -0.5], [-0.8, -0.8, -0.2], [-0.7, -0.7, 0.1], [0.8, 0.4, -1.4], [-0.3, -0.2, -0.2], [-0.3, 0.2, 0.2], [0.0, -0.1, 0.3], [-0.1, 0.0, 0.0], [-0.3, 0.0, -0.9], [-0.1, 0.3, -0.5], [-0.1, 0.2, 0.2], [-0.1, 0.4, 0.1], [-0.1, -0.3, 0.4], [-0.1, -0.5, 0.3]],
  "lowdin_charge": [-0.06, -0.27, -0.33, -0.49, 0.50, -0.09, -0.11, 0.08, 0.07, 0.08, 0.13, 0.14, 0.03, 0.07, 0.09, 0.09, 0.08]
}

***

{
  "formula": "C5H10ClN4",
  "method": "ωB97M-V with the def2-TZVPD basis set",
  "gap_ev": 9.80,
  "multiplicity": 1,
  "e_above_lowest_kcal_mol": 38.27,
  "energy_ha": -875.46087,
  "smiles": "CC[C@]1(N)N=CNC(Cl)=[NH+]1",
  "charge": 1,
  "e_lumo_ev": -4.18,
  "elements": ["C", "C", "C", "N", "N", "C", "N", "C", "Cl", "N", "H", "H", "H", "H", "H", "H", "H", "H", "H", "H"],
  "coordinates": [[-1.2495, 1.0804, 1.2163], [-1.5350, 0.7289, -0.2275], [-0.4015, -0.2144, -0.6685], [-0.3808, -0.4844, -2.0969], [-0.3536, -1.3964, 0.1185], [0.6263, -1.6791, 0.9075], [1.7577, -0.8442, 1.0078], [1.8799, 0.1460, 0.1140], [3.4420, 0.8038, -0.0909], [0.9151, 0.6558, -0.5821], [-1.5638, 0.3406, 1.9184], [-1.8698, 1.8498, 1.4615], [-0.2140, 1.3364, 1.2905], [-1.9487, 1.4287, -0.9814], [-2.3752, 0.0196, -0.0517], [0.2848, -1.2710, -2.3489], [-1.1056, -0.2321, -2.7237], [0.7196, -2.5117, 1.4889], [2.5510, -1.0429, 1.6265], [0.8210, 1.2862, -1.3784]],
  "atomic_forces_ev_per_a": [[0.7, -0.2, -1.1], [-1.4, -3.1, 0.5], [-0.4, 1.4, -2.6], [2.2, -1.6, 1.5], [1.4, -1.0, 1.5], [-1.3, 3.3, -2.8], [-0.2, 0.2, -0.3], [1.3, 2.0, -0.8], [0.0, 0.0, 0.2], [-1.3, -2.4, 1.3], [0.3, -1.0, 0.2], [-1.3, 2.7, 0.8], [0.5, 0.5, 0.8], [1.0, 0.1, 0.6], [0.2, 0.3, -0.9], [-1.7, 1.4, 0.1], [-0.7, -0.1, -0.2], [-0.3, -2.3, 1.4], [-0.5, 0.0, -0.5], [1.4, 0.0, 0.3]],
  "lowdin_charge": [-0.07, -0.15, -0.52, 0.12, 0.17, -0.06, 0.10, -0.73, 0.84, 0.14, 0.09, 0.06, 0.06, 0.14, 0.13, 0.14, 0.09, 0.11, 0.17, 0.18]
}